Record 1
Density functional theory data (wB97M-V/def2-TZVPD) for 4 unconnected molecules or ions with the total composition C41H72FN2O8 at a distorted geometry.

E_HOMO = -9.79 eV
Orbital gap = 7.6 eV

```
! RIJCOSX wB97M-V def2-TZVPD def2/J DEFGRID3
* xyz 1 1
C -0.672 2.066 2.281
C -0.969 0.881 1.215
N -1.521 1.357 -0.084
C -0.887 2.248 -1.039
C 0.542 2.960 -1.001
C 1.675 2.032 -1.716
O 1.692 2.156 -3.151
C 1.200 0.930 -3.797
C 1.480 0.871 -5.361
O 2.830 0.576 -5.780
C 3.738 0.354 -4.710
C 3.846 -1.088 -4.108
C 4.771 -1.447 -2.915
C 5.636 -0.324 -2.262
C 6.553 -0.786 -0.990
C 6.898 0.559 -0.190
C 5.562 -1.752 -0.114
C 7.810 -1.557 -1.620
C 9.057 -1.792 -0.640
C 9.981 -2.938 -1.363
C 8.696 -2.380 0.810
C 10.037 -0.509 -0.474
C 5.570 1.121 -2.817
C 4.624 1.454 -4.036
C -1.741 2.525 -2.289
N -2.909 1.699 -1.989
C -3.986 1.683 -3.020
C -5.005 2.910 -2.919
F -3.302 1.753 -4.310
C -2.790 1.034 -0.730
C -3.921 0.088 -0.120
C -3.500 -1.461 -0.001
C -2.416 -1.954 -1.081
C -4.852 -2.330 -0.244
H -1.475 2.141 3.105
H -0.501 3.088 1.803
H 0.313 1.771 2.809
H -1.703 0.157 1.731
H 0.015 0.314 1.053
H 0.861 3.063 0.109
H 0.485 3.999 -1.465
H 2.684 2.468 -1.343
H 1.632 0.963 -1.316
H 0.044 0.990 -3.679
H 1.493 -0.023 -3.214
H 1.202 1.903 -5.812
H 0.758 0.124 -5.869
H 3.195 -1.915 -4.554
H 4.770 -2.540 -2.573
H 7.531 0.361 0.739
H 7.498 1.261 -0.888
H 5.908 1.104 0.028
H 5.924 -1.619 0.980
H 4.525 -1.276 -0.166
H 5.609 -2.839 -0.450
H 7.496 -2.576 -2.061
H 8.207 -0.940 -2.517
H 9.337 -3.737 -1.886
H 10.674 -3.386 -0.559
H 10.692 -2.409 -2.109
H 9.581 -2.987 1.241
H 7.852 -3.164 0.667
H 8.298 -1.617 1.560
H 11.133 -0.739 -0.738
H 9.627 0.429 -0.979
H 10.048 -0.275 0.662
H 6.185 1.967 -2.374
H 4.533 2.524 -4.456
H -1.475 3.160 -3.190
H -4.502 0.658 -3.013
H -5.867 2.578 -2.211
H -4.515 3.874 -2.505
H -5.404 3.138 -3.971
H -4.189 0.464 0.925
H -4.867 0.144 -0.780
H -3.100 -1.689 1.057
H -2.864 -1.912 -2.133
H -2.175 -3.055 -0.825
H -1.429 -1.382 -0.974
H -5.755 -1.815 0.264
H -4.732 -3.406 0.121
H -5.064 -2.391 -1.378
O -1.676 3.746 4.587
C -1.414 3.586 5.761
O -0.419 4.289 6.330
C -0.150 4.318 7.742
C 0.727 3.153 8.152
C -2.122 2.540 6.575
H -1.078 4.370 8.317
H 0.382 5.252 7.933
H 0.236 2.195 7.967
H 0.976 3.214 9.214
H 1.654 3.151 7.573
H -1.644 1.572 6.412
H -3.161 2.489 6.241
H -2.156 2.758 7.641
O -0.324 -3.085 5.558
C -1.104 -3.852 5.044
O -1.671 -3.544 3.859
C -2.458 -4.453 3.073
C -3.902 -4.446 3.522
C -1.531 -5.108 5.748
H -2.019 -5.454 3.074
H -2.404 -4.095 2.041
H -4.007 -4.787 4.554
H -4.506 -5.093 2.882
H -4.307 -3.431 3.482
H -2.336 -4.874 6.447
H -0.675 -5.499 6.304
H -1.848 -5.906 5.079
O -6.912 0.743 -1.972
C -7.907 0.595 -2.654
O -8.060 1.311 -3.780
C -9.096 1.084 -4.753
C -10.368 1.812 -4.372
C -9.021 -0.308 -2.210
H -9.254 0.015 -4.915
H -8.721 1.486 -5.697
H -10.772 1.448 -3.425
H -11.130 1.684 -5.144
H -10.173 2.880 -4.244
H -9.667 0.232 -1.515
H -8.583 -1.169 -1.699
H -9.616 -0.710 -3.027
*
```

Record 2
Density functional theory data (wB97M-V/def2-TZVPD) for a molecular structure, C6H5O6PS at a distorted geometry.

E_HOMO = -0.16 eV
Orbital gap = 5.8 eV

```
! RIJCOSX wB97M-V def2-TZVPD def2/J DEFGRID3
* xyz -2 1
C -0.534 -1.274 0.676
C 0.168 0.172 -1.447
C 1.188 -0.104 -0.648
C -1.534 -0.398 -0.048
C 0.873 -1.133 0.421
C 3.256 0.500 0.166
O -4.038 1.014 1.681
O -1.907 0.599 0.664
O 1.809 -1.681 1.118
O -3.589 1.932 -0.697
O -1.187 -0.078 -1.359
O 2.398 0.467 -0.910
P -3.457 0.871 0.347
S -3.408 -1.088 -0.388
H -0.810 -1.870 1.517
H 0.270 0.592 -2.423
H 4.184 1.220 -0.278
H 3.654 -0.486 0.387
H 2.663 0.745 1.221
*
```

Record 3
Density functional theory data (wB97M-V/def2-TZVPD) for a molecular structure, C24H48Cl2P2PbS at a distorted geometry.

E_HOMO (spin up / spin down) = -6.67 / -7.23 eV
Orbital gap (spin up / spin down) = 4.6 / 5.4 eV

```
! RIJCOSX wB97M-V def2-TZVPD def2/J DEFGRID3
* xyz 0 1
Pb 0.002 0.074 0.116
Cl 0.176 -1.048 -2.717
P 2.460 0.918 -0.400
C 2.597 1.534 -2.125
C 3.120 2.155 0.799
C 3.394 -0.691 -0.341
C 1.363 2.270 -2.686
H 2.702 0.615 -2.720
C 3.837 2.423 -2.241
H 3.624 3.419 -1.834
H 4.096 2.536 -3.301
H 4.712 2.017 -1.724
H 0.616 1.542 -3.033
H 1.659 2.904 -3.547
H 0.888 2.931 -1.938
H 2.938 -1.249 -1.185
C 3.219 -1.547 0.939
C 4.883 -0.410 -0.627
H 5.047 -0.147 -1.680
H 5.485 -1.303 -0.400
H 5.257 0.411 0.007
H 2.290 -1.334 1.501
H 4.071 -1.409 1.628
H 3.175 -2.613 0.641
C 2.151 3.344 0.855
H 4.098 2.481 0.411
C 3.286 1.589 2.217
H 2.084 3.910 -0.084
H 2.415 4.060 1.653
H 1.144 2.971 1.101
H 2.376 1.058 2.546
H 3.413 2.431 2.918
H 4.162 0.933 2.296
Cl -0.147 0.889 2.830
H 0.635 -1.714 0.494
P -2.429 -1.065 -0.051
C -2.282 -2.788 -0.679
C -3.311 -1.077 1.561
C -3.250 -0.083 -1.383
C -1.016 -3.563 -0.247
H -2.209 -2.646 -1.770
C -3.548 -3.570 -0.309
H -3.496 -3.904 0.735
H -3.617 -4.459 -0.951
H -4.470 -2.991 -0.443
H -0.154 -3.246 -0.850
H -1.177 -4.644 -0.429
H -0.792 -3.435 0.823
H -2.598 -0.318 -2.247
C -3.263 1.438 -1.197
C -4.676 -0.598 -1.606
H -4.684 -1.583 -2.083
H -5.218 0.104 -2.255
H -5.220 -0.650 -0.651
H -2.554 1.761 -0.391
H -4.260 1.825 -0.917
H -2.933 1.940 -2.125
C -2.445 -1.785 2.629
H -4.229 -1.665 1.402
C -3.711 0.330 2.027
H -2.490 -2.880 2.527
H -2.817 -1.518 3.632
H -1.392 -1.453 2.599
H -2.819 0.963 2.130
H -4.173 0.249 3.026
H -4.439 0.808 1.355
S -0.913 3.104 -0.315
C -1.157 4.194 0.916
C -0.664 5.498 0.661
C -0.866 6.479 1.611
C -1.526 6.180 2.816
C -1.972 4.873 3.092
C -1.780 3.855 2.143
H -0.143 5.648 -0.283
H -0.495 7.505 1.383
H -1.690 6.965 3.543
H -2.458 4.624 4.042
H -1.993 2.819 2.331
*
```

What is the formula in the second record?
C6H5O6PS